# C55H52BiClN2O3P2SSi

C55H52BiClN2O3P2SSi as an isolated structure (ωB97M-V with the def2-TZVPD basis set, OMol25).

Geometry as XYZ:
```
118
Properties=species:S:1:pos:R:3:forces:R:3
Bi 0.222286 1.008163 -0.277133 -0.25 0.13 -0.30
C 3.508551 2.630534 0.301878 0.23 0.53 0.75
Si 2.813389 0.964690 -0.078657 -0.20 -0.68 -0.27
C 3.397239 -0.263767 1.255759 0.04 0.12 -0.41
C 4.759803 -0.286498 1.514246 0.68 0.08 0.56
C 5.292976 -0.946361 2.621040 -0.76 -0.04 -0.32
C 4.454942 -1.633206 3.479349 -0.22 0.10 0.31
C 3.080619 -1.656393 3.229993 1.00 -0.25 -0.48
C 2.574689 -1.019314 2.099628 -0.55 -0.33 0.28
P 0.772685 -1.062014 1.791551 0.03 0.45 -0.19
C 0.387813 0.295919 3.096407 -0.15 -0.36 0.04
C 0.035943 -0.076426 4.416802 0.08 -0.17 -0.87
C -0.168140 0.872756 5.396731 0.33 0.45 0.12
C 0.008047 2.217062 5.067717 -0.57 -0.13 1.05
C 0.397511 2.587157 3.805955 -0.26 0.67 0.21
C 0.583017 1.644592 2.824945 0.50 -0.07 -0.68
C -0.261327 -2.330862 2.580316 -0.24 0.40 0.23
C 0.079128 -3.600871 3.021703 -0.04 0.24 0.06
C -0.918654 -4.454428 3.451413 -0.48 0.24 -0.01
C -2.265810 -4.069121 3.418596 1.17 -0.32 0.09
C -2.600777 -2.820190 2.946695 -0.49 0.62 0.15
C -1.602951 -1.941115 2.544358 -0.21 0.16 -0.22
C 3.438351 0.488785 -1.821331 -0.22 -0.01 0.05
C 4.808344 0.591406 -2.050306 -0.10 -0.38 -0.91
C 5.334138 0.370414 -3.323533 0.28 -0.06 0.22
C 4.514458 0.088967 -4.407664 -0.13 -0.19 0.17
C 3.160037 -0.041762 -4.203469 -0.31 0.13 0.39
C 2.636564 0.144363 -2.919423 -0.35 0.08 -0.21
P 0.846763 -0.107172 -2.724903 -0.36 0.25 0.60
C 0.558287 -1.867947 -3.026970 0.33 -0.28 -0.12
C -0.746758 -2.347753 -3.158552 -0.05 0.55 0.00
C -0.963324 -3.693762 -3.316687 0.30 -0.35 0.11
C 0.098639 -4.590354 -3.323260 0.11 -0.19 -0.12
C 1.394030 -4.137149 -3.194189 -0.11 0.50 0.18
C 1.618173 -2.775557 -3.047599 0.49 0.44 0.24
C -0.020512 0.727547 -4.098384 -0.13 0.74 0.47
C -0.377670 2.083998 -3.993580 0.49 0.12 -0.29
C -1.011988 2.730598 -5.055117 -0.11 -0.10 0.39
C -1.377723 2.035204 -6.204211 -0.06 0.24 0.18
C -1.049068 0.694882 -6.279750 -0.26 -0.57 -0.82
C -0.375427 0.052758 -5.246797 0.13 -0.46 -0.56
H 4.561374 2.587349 0.641139 -0.40 0.07 -0.28
H 2.930029 3.102182 1.126881 0.33 -0.20 -0.50
H 3.414566 3.251378 -0.593748 0.08 0.06 0.16
H 5.472083 0.267472 0.906645 -0.24 0.03 -0.06
H 6.336799 -0.894894 2.816744 0.71 -0.02 0.08
H 4.861830 -2.118510 4.371105 -0.19 0.10 -0.34
H 2.481929 -2.255696 3.886921 -0.52 0.03 0.19
H -0.097490 -1.121083 4.648458 -0.03 -0.09 0.08
H -0.434306 0.591508 6.422644 0.02 0.04 -0.53
H -0.239676 2.972457 5.808879 0.15 -0.02 -0.20
H 0.470479 3.637388 3.566153 0.16 0.01 -0.01
H 0.966531 2.068719 1.879216 -0.29 -0.55 0.35
H 1.112961 -3.909603 3.053968 0.11 -0.10 -0.04
H -0.638493 -5.416622 3.830809 -0.01 -0.40 0.13
H -2.990494 -4.748287 3.813410 -0.48 -0.21 0.04
H -3.637491 -2.471579 2.986057 0.34 -0.19 -0.16
H -1.873994 -0.924475 2.210871 0.13 -0.57 0.24
H 5.461739 0.808640 -1.230284 0.39 0.17 0.21
H 6.404671 0.371962 -3.472247 0.10 0.20 0.04
H 4.892902 -0.088122 -5.399310 0.35 0.07 -0.11
H 2.497225 -0.292687 -5.027673 0.09 0.04 0.08
H -1.589039 -1.662249 -3.120928 0.14 -0.07 0.02
H -1.966298 -4.053277 -3.374778 -0.53 -0.23 -0.13
H -0.059285 -5.653138 -3.401646 -0.25 -0.16 -0.05
H 2.230744 -4.810229 -3.130302 0.11 -0.23 -0.13
H 2.643051 -2.423449 -2.882507 -0.39 -0.11 -0.15
H -0.060010 2.668396 -3.129388 -0.21 -0.16 -0.02
H -1.266169 3.779370 -4.967331 0.08 0.01 0.05
H -1.920681 2.551815 -7.006658 0.32 -0.35 0.34
H -1.324308 0.112429 -7.172919 0.18 0.32 0.48
H -0.092855 -0.989931 -5.369300 -0.17 0.12 0.01
N 0.245823 4.967888 -1.125909 -0.03 0.14 -0.01
C -0.349220 4.956136 0.166031 0.02 -0.40 -0.61
C 0.155339 5.723080 1.201887 0.06 -0.09 -0.20
C -0.534079 5.736776 2.411889 0.51 0.79 0.21
C -1.671357 4.998133 2.601988 -0.47 -0.52 -0.80
C -2.132717 4.153818 1.576720 0.12 0.53 -0.28
C -1.473552 4.136170 0.354779 0.10 0.19 0.42
S -2.667481 5.241409 4.042628 0.32 0.61 1.21
O -3.952909 5.640961 3.500189 -0.18 -0.34 -0.06
O -1.997087 6.299053 4.803780 -0.12 -0.43 -0.44
O -2.621249 3.945800 4.713017 -0.28 -0.14 -0.16
H 0.883431 5.756329 -1.224578 -0.31 -0.26 -0.18
H -0.476496 4.984209 -1.848278 0.48 0.13 0.24
H 1.034813 6.352999 1.017291 -0.37 -0.19 0.21
H -0.251077 6.421737 3.212035 0.04 -0.23 -0.15
H -3.076676 3.628768 1.675778 0.12 -0.04 0.26
H -1.835385 3.540335 -0.485942 0.02 0.12 0.19
C -4.438950 0.895582 1.033224 0.34 -0.15 -0.66
C -4.829814 0.955752 -0.462028 0.43 -0.27 -0.28
C -5.013624 2.394958 -0.931504 0.50 0.41 -0.54
C -6.074269 0.094319 -0.805957 0.20 0.28 0.10
C -3.650553 0.366212 -1.173467 0.19 -0.07 -0.18
N -2.712808 -0.089165 -1.672847 -0.65 0.31 0.29
H -5.136163 1.396175 1.687499 -0.30 0.22 0.04
H -3.438342 1.325891 1.170054 -0.26 0.01 0.07
H -4.392209 -0.151567 1.287554 0.07 -0.39 0.42
H -5.767939 2.897600 -0.344564 -0.34 0.00 0.23
H -5.313673 2.430458 -1.986092 0.04 -0.02 0.19
H -4.095527 2.997416 -0.827926 -0.24 -0.34 0.02
H -6.940812 0.587423 -0.352208 0.06 -0.23 0.00
H -5.953295 -0.914786 -0.381173 -0.18 0.31 -0.27
H -6.254545 0.043270 -1.899712 0.24 -0.03 0.64
Cl 3.406252 -3.681786 0.229556 0.09 0.05 -0.18
C 1.839317 -4.406214 0.082072 -0.63 -0.33 0.21
C 1.748725 -5.802717 0.036371 0.78 0.59 -0.10
C 0.524845 -6.412727 -0.026770 -0.92 -0.56 -0.33
C -0.646466 -5.654317 -0.124295 0.17 0.23 0.42
C -0.544248 -4.273667 -0.023559 -0.01 -0.40 -0.29
C 0.680713 -3.614877 0.073603 0.33 0.00 0.28
C 0.684239 -2.115088 0.126898 1.67 -0.63 0.14
H 2.641855 -6.423762 -0.010711 -0.06 0.32 0.25
H 0.508265 -7.503628 -0.023819 -0.19 0.28 -0.13
H -1.635783 -6.097552 -0.241217 0.35 -0.07 0.13
H -1.439376 -3.671460 -0.043347 -0.16 0.11 -0.03
H -0.173976 -1.740949 -0.355225 -1.22 0.33 -0.38
H 1.553404 -1.759413 -0.438183 0.04 0.21 0.18
```
Forces are in eV/Å.

Summary:
Max |F|, eV Å⁻¹: 1.79
Net charge: 0
Relative energy (zero: lowest compared OMol25 entry of this formula, charge and spin), eV: 0.000